80
Properties=species:S:1:pos:R:3:forces:R:3 method="wB97M-V/def2-TZVPD" multiplicity=6 homo_energy_ev="-10.409 / -10.378" charge=+1 e_above_lowest_kcal_mol=0.0 max_force_ev_per_a=0.35 gap_ev="7.90 / 6.69"
Ru -0.610148 -0.860781 1.635688 0.1883 -0.0450 0.2894
C -1.422170 2.562991 0.278536 -0.0049 -0.0031 0.0016
C -0.057670 2.474261 0.952734 -0.0010 -0.0510 -0.0058
C 1.122351 2.427099 -0.047460 0.0068 -0.0353 -0.0113
C 1.206032 1.560567 -1.326904 -0.0059 0.0415 -0.0167
C 2.490105 1.960873 -2.055531 -0.0102 -0.0066 -0.0019
C 0.022528 1.684087 -2.277653 -0.0047 -0.0080 -0.0044
N 1.393093 0.092585 -0.939777 0.1186 0.0403 0.0897
C 1.132667 -0.936203 -1.991702 0.0159 -0.0828 -0.0002
C 1.475762 -2.327470 -1.466632 -0.0046 0.0617 -0.0007
N 0.818316 -2.677688 -0.202414 -0.0548 -0.0288 -0.0088
C -0.561626 -3.134262 -0.460623 0.0759 0.0033 0.0139
C -1.419729 -1.986987 -0.992589 0.0679 -0.0723 0.0642
O -1.956694 -2.048794 -2.071295 -0.0346 0.0114 -0.0095
O -1.450459 -0.934221 -0.206387 -0.0127 0.0611 -0.0691
C 1.623756 -3.681651 0.564087 0.0064 -0.0091 -0.0190
C 1.237718 -5.137129 0.297213 -0.0087 0.0184 -0.0116
C 1.659168 -3.399270 2.065747 0.0010 0.0366 0.0118
C 2.469855 -2.174126 2.548309 -0.0114 -0.0362 -0.0001
C 2.943128 -2.437227 3.980978 -0.0033 -0.0028 -0.0031
C 3.691170 -1.924037 1.668117 -0.0167 0.0273 0.0069
N 1.568343 -0.976424 2.576676 -0.1099 -0.0530 -0.0141
C 2.211413 0.336349 2.480974 0.0756 0.0020 -0.0257
C 1.229430 1.449072 2.805583 -0.0475 0.0610 -0.0330
N -0.040479 1.424845 2.025995 0.0053 0.0805 0.0930
C -1.148195 1.708340 2.980224 -0.0641 -0.0704 -0.1235
C -1.312496 0.630290 4.060865 -0.1053 0.1325 -0.2766
O -1.803080 0.936646 5.114533 0.1323 -0.1619 0.1626
O -0.948786 -0.571632 3.675237 -0.0669 0.0393 -0.0710
H -1.359013 3.185216 -0.611298 -0.0097 0.0123 0.0065
H -2.157649 3.028508 0.928742 -0.0091 0.0143 0.0018
H -1.798162 1.582828 -0.021645 0.0139 0.0156 -0.0063
H 0.108425 3.424640 1.480925 0.0056 -0.0081 -0.0009
H 2.056836 2.295510 0.505119 0.0103 -0.0007 -0.0077
H 1.183477 3.447082 -0.434903 -0.0037 0.0033 -0.0015
H 2.404622 2.989876 -2.400501 0.0016 0.0009 -0.0013
H 2.661706 1.338572 -2.934271 0.0017 0.0039 -0.0001
H 3.363925 1.900821 -1.401064 -0.0020 0.0013 0.0038
H -0.185514 2.741482 -2.435142 -0.0004 0.0044 -0.0023
H -0.889850 1.209442 -1.919651 0.0159 0.0076 0.0106
H 0.267860 1.260180 -3.251803 0.0067 0.0066 0.0014
H 2.357421 -0.014317 -0.618375 -0.0076 -0.0116 0.0147
H 0.814790 -0.142848 -0.120072 -0.1491 -0.0336 -0.1301
H 1.768961 -0.715186 -2.847097 -0.0082 0.0213 -0.0014
H 0.097399 -0.839956 -2.298461 0.0125 -0.0032 -0.0021
H 2.556802 -2.373854 -1.317296 -0.0013 -0.0049 0.0038
H 1.237325 -3.038325 -2.268998 -0.0082 -0.0072 0.0038
H -0.999864 -3.484907 0.478875 -0.0068 -0.0043 -0.0004
H -0.594575 -3.951623 -1.184322 -0.0225 -0.0002 -0.0081
H 2.643786 -3.575052 0.197112 -0.0003 -0.0022 0.0049
H 0.275823 -5.401271 0.737404 -0.0056 0.0033 0.0016
H 1.989847 -5.791215 0.737476 0.0006 0.0016 0.0007
H 1.199843 -5.356224 -0.770458 -0.0040 0.0006 -0.0009
H 2.099105 -4.282353 2.536184 -0.0008 -0.0014 -0.0034
H 0.640061 -3.334301 2.468454 0.0040 -0.0047 0.0062
H 3.662074 -3.256282 4.009922 -0.0016 0.0009 0.0012
H 2.099162 -2.705526 4.620426 -0.0001 -0.0036 0.0012
H 3.425907 -1.553382 4.403039 0.0016 0.0008 -0.0016
H 4.268738 -2.843816 1.573920 -0.0042 -0.0042 0.0023
H 4.349604 -1.173960 2.104849 0.0037 0.0026 -0.0014
H 3.420073 -1.601427 0.660099 0.0081 -0.0016 -0.0029
H 1.094374 -0.999579 3.481596 0.0323 -0.0294 0.0137
H 2.623446 0.459300 1.478261 0.0133 -0.0022 0.0011
H 3.054209 0.435081 3.174987 0.0017 0.0088 -0.0049
H 1.726867 2.416506 2.685958 -0.0027 0.0016 0.0110
H 0.977767 1.372070 3.863927 -0.0069 -0.0066 0.0060
H -2.090110 1.700478 2.434343 -0.0090 0.0750 0.0233
H -1.028831 2.688364 3.450099 0.0200 -0.0072 0.0342
Se -3.790265 0.725783 -2.204623 -0.0030 0.0057 -0.0236
C -4.729400 2.004570 -3.202090 -0.0153 -0.0118 0.0288
C -4.067767 3.098735 -3.774625 0.0111 0.0039 -0.0014
C -4.772940 4.040221 -4.501693 -0.0024 -0.0014 -0.0008
C -6.146327 3.900876 -4.669284 0.0024 0.0009 -0.0009
C -6.813644 2.818203 -4.109556 -0.0010 0.0012 -0.0005
C -6.112698 1.873799 -3.380560 -0.0056 0.0010 0.0002
H -2.997731 3.196070 -3.642120 -0.0039 0.0005 -0.0019
H -4.256813 4.883586 -4.941251 0.0010 -0.0004 -0.0009
H -6.697019 4.637786 -5.238891 0.0000 0.0004 -0.0007
H -7.881942 2.712191 -4.243058 0.0001 -0.0004 -0.0006
H -6.623422 1.027544 -2.941143 0.0004 -0.0002 -0.0014